The following is a quantum chemistry calculation of a cluster of 8 separate species, C63H134F6N7O3P in total in a non-equilibrium geometry, from the OMol25 dataset.

As for the spin multiplicity: 2. Its expectation value of S² is 0.755. Its charge is +5. For the molar mass, the calculation gives 1182.77 Da. As for the HOMO-LUMO gap (spin up / spin down): 0.0927 / 0.1229 Ha. The HOMO energy (spin up / spin down) comes out at -15.66 / -16.48 eV.

Last column: Mulliken charge in e.
Cartesian coordinates (Å):
C 6.50 -5.96 5.46  -1.33
C 6.03 -6.70 4.20  -0.63
C 5.53 -5.89 3.00  -0.40
C 5.65 -4.38 2.93  -0.55
N 4.83 -3.74 1.70  0.60
C 3.37 -3.68 2.01  0.70
C 3.08 -2.24 2.48  0.70
C 4.41 -1.51 2.55  -0.85
C 5.23 -2.27 1.45  -0.67
C 5.15 -4.55 0.43  -1.21
H 7.29 -5.26 5.18  0.38
H 6.70 -6.65 6.28  0.39
H 5.67 -5.37 5.83  0.27
H 5.26 -7.45 4.35  0.36
H 6.85 -7.31 3.81  0.44
H 4.48 -6.12 2.89  0.32
H 5.95 -6.31 2.08  0.30
H 6.64 -3.96 2.74  0.38
H 5.27 -4.00 3.87  0.23
H 2.91 -3.87 1.04  -0.60
H 3.09 -4.52 2.63  -0.27
H 2.51 -1.64 1.76  -0.68
H 2.51 -2.25 3.41  0.22
H 4.39 -0.45 2.29  0.55
H 4.87 -1.59 3.53  0.32
H 5.08 -2.01 0.40  0.42
H 6.30 -2.08 1.54  0.42
H 4.70 -4.09 -0.45  0.38
H 4.84 -5.60 0.44  0.43
H 6.24 -4.59 0.38  0.45
C -3.48 2.37 -1.20  -1.00
C -2.70 2.20 -2.51  2.27
C -3.67 2.11 -3.71  -0.59
C -4.38 3.48 -3.88  -1.32
N -4.93 3.77 -5.28  0.50
C -4.05 3.95 -6.49  0.09
C -4.38 5.32 -7.07  -0.81
C -5.76 5.74 -6.54  -0.67
C -5.76 5.11 -5.16  -0.70
C -6.08 2.71 -5.66  -1.06
H -4.24 3.15 -1.25  0.48
H -2.68 2.66 -0.51  -0.22
H -4.02 1.47 -0.90  0.42
H -2.18 1.25 -2.40  -1.60
H -1.93 2.96 -2.64  0.08
H -4.39 1.33 -3.48  0.41
H -3.08 1.80 -4.57  0.24
H -3.66 4.29 -3.75  0.52
H -5.21 3.59 -3.18  0.51
H -4.26 3.25 -7.30  0.36
H -2.99 3.78 -6.33  -0.16
H -4.31 5.30 -8.16  0.39
H -3.63 6.06 -6.78  0.39
H -6.54 5.34 -7.17  0.30
H -5.94 6.82 -6.61  0.41
H -6.78 4.93 -4.82  0.35
H -5.41 5.90 -4.51  0.43
H -5.60 1.73 -5.68  0.33
H -6.71 2.92 -6.53  0.39
H -6.68 2.71 -4.74  0.44
C 4.66 2.93 -1.54  -1.02
C 4.39 3.16 -3.01  -0.57
C 3.22 2.30 -3.52  0.68
C 2.97 2.41 -5.01  -1.06
N 1.91 1.37 -5.51  0.43
C 1.66 1.63 -6.96  -0.60
C 0.23 1.11 -7.17  -1.10
C -0.63 1.48 -5.95  0.81
C 0.52 1.62 -4.85  -0.52
C 2.35 -0.13 -5.34  -0.93
H 4.94 1.88 -1.44  0.35
H 3.77 3.16 -0.95  0.02
H 5.44 3.52 -1.07  0.42
H 5.29 2.98 -3.59  0.43
H 3.96 4.15 -3.16  0.27
H 2.33 2.45 -2.91  -0.23
H 3.41 1.26 -3.28  0.19
H 3.91 2.20 -5.52  0.41
H 2.60 3.36 -5.37  0.35
H 2.51 1.22 -7.49  0.41
H 1.55 2.71 -7.07  0.47
H 0.30 0.04 -7.34  0.31
H -0.13 1.51 -8.12  0.50
H -1.41 0.75 -5.69  0.12
H -1.21 2.39 -6.08  -0.41
H 0.42 1.18 -3.86  0.02
H 0.58 2.67 -4.56  0.36
H 1.83 -0.76 -6.06  0.42
H 2.14 -0.42 -4.31  0.23
H 3.42 -0.13 -5.56  0.28
C -1.88 -3.59 2.28  -0.84
C -0.40 -3.37 2.62  1.04
C -0.06 -3.71 4.07  0.45
C -0.51 -5.17 4.38  -1.27
N 0.26 -5.70 5.64  0.12
C 1.78 -5.50 5.64  -0.29
C 2.44 -6.48 6.65  -0.47
C 1.39 -7.58 6.74  -0.82
C 0.21 -7.23 5.91  -0.57
C -0.26 -4.99 6.87  -1.04
H -2.18 -4.60 2.57  0.50
H -2.06 -3.46 1.21  -0.16
H -2.48 -2.84 2.80  0.11
H -0.07 -2.37 2.34  -0.43
H 0.20 -4.04 2.01  0.19
H -0.68 -3.13 4.76  -0.09
H 0.94 -3.40 4.37  0.00
H -0.22 -5.91 3.62  0.29
H -1.57 -5.31 4.56  0.53
H 2.06 -4.49 5.94  0.41
H 2.03 -5.64 4.59  0.15
H 2.63 -6.09 7.65  0.46
H 3.40 -6.78 6.23  0.15
H 1.11 -7.82 7.77  0.31
H 1.85 -8.48 6.35  0.38
H -0.73 -7.54 6.38  0.46
H 0.15 -7.78 4.97  0.40
H 0.06 -3.95 6.76  0.43
H 0.33 -5.35 7.70  0.44
H -1.32 -5.13 7.04  0.30
C -4.58 0.17 5.95  -1.67
C -3.26 0.89 5.50  1.56
C -2.42 -0.14 4.64  -1.31
C -1.33 0.46 3.83  0.08
C -1.86 1.58 2.95  -0.68
C -2.58 2.80 3.71  1.39
N -3.55 2.09 4.63  0.78
O -4.63 2.88 5.00  -0.25
C -3.42 3.58 2.58  -1.53
C -1.61 3.83 4.46  -1.34
C -2.36 1.23 6.70  -1.64
H -5.07 -0.30 5.10  0.38
H -5.30 0.94 6.23  0.51
H -4.38 -0.55 6.74  0.37
H -3.05 -0.64 3.90  0.30
H -1.95 -0.95 5.20  0.28
H -0.95 -0.28 3.13  -0.58
H -0.44 0.83 4.35  0.50
H -2.50 1.07 2.24  0.65
H -1.01 1.88 2.34  -0.15
H -4.22 2.97 2.16  0.43
H -2.75 3.92 1.80  0.11
H -3.91 4.46 2.98  0.51
H -2.20 4.52 5.06  0.54
H -1.17 4.57 3.79  0.19
H -0.90 3.51 5.21  0.29
H -2.73 2.04 7.32  0.41
H -1.36 1.59 6.43  0.35
H -2.17 0.36 7.34  0.43
C -2.00 5.81 -0.86  -1.88
C -0.80 6.00 -0.02  2.22
C -0.03 4.64 0.19  0.56
C 1.30 4.78 0.84  -0.99
C 2.31 5.72 0.07  -0.97
C 1.69 7.04 -0.33  1.44
N 0.23 6.92 -0.81  0.29
O -0.16 8.16 -1.37  -0.51
C 2.61 7.61 -1.54  -1.71
C 1.69 8.04 0.81  -1.72
C -1.08 6.72 1.31  -1.65
H -2.36 6.80 -1.14  0.60
H -2.86 5.43 -0.30  0.34
H -1.99 5.07 -1.66  0.20
H 0.21 4.25 -0.80  -0.05
H -0.61 3.86 0.67  -0.58
H 1.78 3.81 0.99  0.38
H 1.14 5.01 1.89  0.42
H 2.73 5.23 -0.81  -0.24
H 3.19 5.84 0.68  0.52
H 2.21 8.47 -2.05  0.41
H 2.61 6.90 -2.37  0.37
H 3.61 7.77 -1.11  0.42
H 2.64 8.57 0.77  0.45
H 1.63 7.55 1.79  0.38
H 0.96 8.85 0.84  0.30
H -1.43 7.74 1.17  0.37
H -0.25 6.61 2.02  0.28
H -1.84 6.11 1.81  0.21
C -2.59 -4.23 -4.17  -1.69
C -2.05 -3.18 -3.22  1.57
C -2.66 -3.52 -1.86  -0.85
C -2.05 -4.75 -1.14  -1.30
C -0.55 -4.58 -0.97  -0.13
C 0.17 -4.33 -2.37  1.45
N -0.58 -3.22 -3.15  1.09
O 0.14 -2.57 -4.17  -0.33
C 0.23 -5.49 -3.41  -1.44
C 1.63 -3.80 -2.13  -1.76
C -2.52 -1.69 -3.56  -2.13
H -2.64 -5.24 -3.76  0.39
H -2.16 -4.29 -5.17  0.36
H -3.66 -4.12 -4.35  0.44
H -3.75 -3.48 -1.88  0.73
H -2.37 -2.75 -1.14  -0.15
H -2.31 -5.69 -1.62  0.59
H -2.63 -4.76 -0.21  0.52
H -0.29 -5.54 -0.53  0.69
H -0.39 -3.84 -0.18  -0.78
H 0.63 -6.35 -2.86  0.46
H 0.78 -5.49 -4.35  0.38
H -0.72 -5.94 -3.71  0.33
H 2.34 -3.89 -2.95  0.51
H 2.04 -4.32 -1.26  0.38
H 1.69 -2.75 -1.82  0.11
H -1.89 -1.34 -4.37  0.62
H -2.27 -0.96 -2.79  -0.08
H -3.56 -1.55 -3.82  0.60
P 0.49 0.06 -0.65  1.96
F -1.09 -0.08 -0.27  -0.55
F 0.20 1.51 -1.30  -0.73
F 0.79 0.81 0.85  -0.37
F 2.09 0.19 -1.06  -0.51
F 0.75 -1.41 -0.08  -0.53
F 0.03 -0.60 -2.05  -0.01

The following is a quantum chemistry calculation of an isolated molecule of C2H2N2O in a non-equilibrium geometry, from the OMol25 dataset.

The value obtained for the relative energy (zero: lowest compared OMol25 entry of this formula, charge and spin) is 510.84 kJ/mol. Its SMILES is N=C=CN=O. Its charge is 0. For the molar mass, the calculation gives 70.05 Da. As for the HOMO-LUMO gap (spin up / spin down): 0.2980 / 0.2986 Ha. The HOMO energy (spin up / spin down) comes out at -9.10 / -9.11 eV.

Last column: natural (NBO) charge in e.
Cartesian coordinates (Å):
N -0.85 0.66 -1.03  -0.52
C -0.21 -0.31 -0.65  0.38
C 0.48 -0.67 0.48  -0.35
N 0.45 0.36 1.37  0.15
O -0.08 1.42 1.13  -0.33
H -0.76 0.14 -2.00  0.43
H 0.97 -1.59 0.70  0.24

The following is a quantum chemistry calculation of a cluster of 6 separate species, C27H69N3O9S3 in total in a non-equilibrium geometry, from the OMol25 dataset.

The value obtained for the relative energy (zero: lowest compared OMol25 entry of this formula, charge and spin) is 97.85 kJ/mol. Its SMILES is CCOS(C)(=O)=O.CCOS(C)(=O)=O.CCOS(C)(=O)=O.CCN(CC)CC.CCN(CC)CC.CCN(CC)CC. Its charge is 0. For the molar mass, the calculation gives 676.06 Da. As for the HOMO-LUMO gap: 0.3126 Ha. The HOMO energy comes out at -7.84 eV.

Last column: Mulliken charge in e.
Cartesian coordinates (Å):
C 4.33 -5.62 7.95  -1.15
C 2.79 -5.50 7.99  -0.30
O 2.29 -5.51 9.31  -0.27
S 0.66 -5.22 9.50  1.09
C 0.61 -5.76 11.28  -0.84
O 0.46 -3.82 9.40  -0.57
O -0.09 -6.25 8.76  -0.60
H 4.85 -5.18 7.10  0.36
H 4.76 -6.60 8.16  0.30
H 4.69 -5.04 8.80  0.31
H 2.59 -4.51 7.60  0.29
H 2.18 -6.08 7.29  0.42
H 1.47 -5.25 11.70  0.31
H 0.87 -6.81 11.12  0.30
H -0.33 -5.60 11.81  0.35
C -11.44 -5.97 4.75  -0.94
C -11.02 -4.60 5.32  -0.41
O -9.70 -4.45 5.83  -0.26
S -8.54 -4.09 4.73  1.22
C -7.12 -3.91 5.99  -0.83
O -8.18 -5.28 3.95  -0.62
O -8.75 -2.79 4.06  -0.62
H -10.66 -6.39 4.11  0.27
H -12.40 -6.06 4.25  0.35
H -11.61 -6.69 5.55  0.28
H -11.27 -3.82 4.60  0.36
H -11.64 -4.38 6.18  0.28
H -6.69 -2.92 5.83  0.31
H -6.36 -4.63 5.67  0.32
H -7.56 -4.14 6.96  0.28
C -3.22 7.47 -4.46  -1.12
C -4.53 7.26 -5.14  -0.20
O -5.36 6.33 -4.40  -0.34
S -5.58 4.78 -4.97  1.12
C -6.64 5.24 -6.44  -0.88
O -4.24 4.38 -5.43  -0.58
O -6.44 4.03 -4.02  -0.57
H -3.41 7.63 -3.40  0.29
H -2.96 8.46 -4.85  0.34
H -2.52 6.64 -4.55  0.30
H -5.09 8.20 -5.20  0.36
H -4.34 6.90 -6.15  0.27
H -6.00 5.82 -7.11  0.32
H -7.48 5.76 -5.99  0.31
H -6.93 4.24 -6.74  0.38
C 8.62 10.06 0.73  -1.35
C 8.88 9.25 -0.53  -0.33
N 7.63 8.90 -1.26  -0.13
C 8.00 8.06 -2.39  -0.73
C 8.38 6.57 -2.12  -1.12
C 6.60 8.13 -0.43  -0.08
C 5.27 8.16 -1.00  -1.43
H 7.90 10.84 0.47  0.34
H 9.54 10.54 1.06  0.42
H 8.26 9.43 1.54  0.30
H 9.46 9.73 -1.30  0.41
H 9.51 8.38 -0.32  0.26
H 7.15 8.05 -3.07  0.36
H 8.67 8.61 -3.05  0.48
H 7.62 5.79 -2.10  0.31
H 9.14 6.17 -2.80  0.35
H 8.90 6.50 -1.16  0.33
H 6.44 8.81 0.41  0.34
H 6.86 7.12 -0.14  0.27
H 4.38 7.78 -0.49  0.38
H 5.23 7.65 -1.96  0.27
H 5.04 9.21 -1.17  0.33
C -1.85 1.41 1.02  -0.88
C -0.48 1.95 1.02  -0.69
N 0.49 0.99 0.38  -0.02
C 0.44 -0.42 0.99  -0.38
C 1.59 -1.30 0.53  -1.34
C 0.58 1.17 -1.07  -0.48
C 1.97 1.26 -1.54  -1.34
H -1.89 0.64 0.25  0.29
H -2.55 2.19 0.75  0.34
H -2.05 1.10 2.04  0.23
H -0.62 2.95 0.61  0.35
H -0.08 2.13 2.02  0.42
H 0.30 -0.43 2.07  0.45
H -0.49 -0.89 0.66  0.33
H 1.38 -1.61 -0.50  0.25
H 2.43 -0.61 0.55  0.34
H 1.71 -2.23 1.08  0.40
H 0.03 2.04 -1.41  0.48
H 0.05 0.33 -1.51  0.31
H 2.48 2.03 -0.95  0.28
H 2.15 1.36 -2.61  0.40
H 2.41 0.29 -1.32  0.27
C 0.40 -4.14 -6.42  -1.35
C 0.03 -5.04 -5.23  -0.47
N 0.50 -6.45 -5.27  0.24
C 1.88 -6.65 -5.71  -0.64
C 1.76 -7.46 -6.96  -1.14
C 0.13 -7.27 -4.13  -0.50
C -1.37 -7.18 -3.73  -1.34
H 0.30 -4.64 -7.38  0.27
H 1.32 -3.58 -6.27  0.35
H -0.26 -3.29 -6.57  0.44
H 0.19 -4.57 -4.26  0.37
H -1.05 -5.19 -5.31  0.35
H 2.36 -5.73 -6.05  0.29
H 2.51 -7.06 -4.92  0.41
H 2.77 -7.81 -7.19  0.41
H 1.30 -8.44 -6.94  0.30
H 1.44 -6.98 -7.89  0.25
H 0.61 -7.17 -3.16  0.36
H 0.32 -8.31 -4.43  0.37
H -1.70 -6.28 -3.21  0.29
H -1.48 -7.98 -3.00  0.39
H -1.89 -7.16 -4.69  0.37

The following is a quantum chemistry calculation of a cluster of 3 separate species, C35H63FN3O9PS in total in a non-equilibrium geometry, from the OMol25 dataset.

Its SMILES is C=CC[C@@]1(CCOC(C)=O)OC(=O)[C@@](F)(CCCCCCCSc2nnco2)[C@]1(CCC(N)=O)P(=O)(O)O.CCCCCC.CCCCCC. Its charge is 0. For the molar mass, the calculation gives 751.94 Da. As for the HOMO-LUMO gap: 0.3241 Ha. The HOMO energy comes out at -9.14 eV.

Last column: Mulliken charge in e.
Cartesian coordinates (Å):
C 7.35 -1.81 1.45  -0.82
C 6.27 -1.21 2.00  -0.45
C 5.33 -0.29 1.22  -1.03
C 5.26 1.17 1.76  1.03
C 6.67 1.68 2.08  -0.98
C 6.97 3.13 1.72  -0.89
O 7.24 3.25 0.31  -0.34
C 7.66 4.48 -0.02  0.66
C 8.04 4.67 -1.49  -1.06
O 7.73 5.41 0.75  -0.55
O 4.82 1.89 0.59  -0.40
C 3.54 1.54 0.33  0.25
O 3.02 1.52 -0.75  -0.58
C 2.90 1.29 1.74  0.48
F 1.93 2.31 1.75  -0.51
C 2.03 0.05 1.92  -0.79
C 1.08 -0.22 0.73  -0.98
C -0.23 -0.80 1.29  -0.78
C -1.13 0.31 1.92  -0.44
C -2.32 0.77 1.02  -0.81
C -3.66 0.23 1.58  -1.12
C -4.55 1.32 2.19  -0.77
S -5.34 2.27 0.85  -0.09
C -6.02 3.73 1.53  0.45
N -7.26 4.04 1.35  -0.28
N -7.42 5.25 1.97  -0.41
C -6.32 5.59 2.50  0.03
O -5.37 4.65 2.25  -0.29
C 4.07 1.50 2.77  1.41
C 4.25 0.44 3.90  -1.19
C 3.75 0.77 5.33  -1.30
C 2.26 0.59 5.54  0.49
N 1.67 -0.69 5.12  -0.46
O 1.56 1.42 6.08  -0.56
P 3.89 3.24 3.37  1.23
O 2.72 3.42 4.21  -0.71
O 3.89 4.32 2.20  -0.61
O 5.19 3.59 4.28  -0.61
H 7.18 -2.46 0.60  0.29
H 8.36 -1.65 1.83  0.28
H 6.04 -1.39 3.05  0.38
H 5.72 -0.21 0.21  0.76
H 4.35 -0.77 1.14  0.14
H 6.85 1.59 3.16  0.40
H 7.45 1.08 1.62  0.54
H 7.90 3.39 2.22  0.77
H 6.24 3.86 2.04  0.41
H 7.35 4.06 -2.08  0.31
H 7.92 5.73 -1.69  0.34
H 9.06 4.33 -1.60  0.27
H 2.60 -0.86 2.10  0.59
H 1.40 0.28 2.77  -0.53
H 0.89 0.69 0.17  0.52
H 1.51 -0.93 0.03  0.38
H 0.06 -1.49 2.09  0.58
H -0.79 -1.32 0.51  -0.04
H -0.48 1.16 2.13  0.12
H -1.50 -0.05 2.88  0.52
H -2.12 0.35 0.03  0.34
H -2.29 1.85 0.95  0.60
H -4.18 -0.27 0.76  0.36
H -3.51 -0.54 2.33  0.50
H -5.34 0.80 2.72  0.46
H -3.96 1.95 2.86  0.45
H -6.10 6.49 3.04  0.41
H 5.33 0.31 4.00  0.67
H 3.85 -0.54 3.65  0.52
H 4.20 0.02 5.98  0.62
H 4.09 1.73 5.71  0.28
H 1.38 -1.13 5.99  0.38
H 0.79 -0.40 4.70  0.11
H 3.67 3.95 1.33  0.48
H 5.77 2.82 4.33  0.48
C -3.47 -6.18 -3.08  -1.17
C -2.06 -5.71 -3.41  -0.33
C -1.30 -5.20 -2.19  -0.89
C -1.91 -3.97 -1.50  -0.49
C -2.09 -2.75 -2.39  0.66
C -0.79 -2.19 -2.94  -1.21
H -4.09 -5.37 -2.71  0.25
H -3.95 -6.57 -3.98  0.37
H -3.45 -6.98 -2.34  0.32
H -2.10 -4.94 -4.18  0.18
H -1.50 -6.54 -3.84  0.39
H -0.27 -4.97 -2.48  0.30
H -1.22 -6.00 -1.45  0.41
H -1.28 -3.70 -0.65  0.13
H -2.88 -4.25 -1.08  0.38
H -2.59 -1.96 -1.81  0.04
H -2.77 -2.98 -3.23  -0.17
H -0.11 -1.92 -2.12  0.09
H -0.97 -1.29 -3.53  0.41
H -0.28 -2.91 -3.58  0.38
C -5.89 -3.33 -5.65  -0.89
C -6.96 -2.30 -5.30  -0.38
C -6.67 -0.91 -5.85  -0.77
C -5.39 -0.25 -5.33  -0.85
C -5.31 -0.10 -3.82  0.09
C -6.39 0.78 -3.21  -1.21
H -4.92 -3.07 -5.22  0.01
H -6.17 -4.31 -5.27  0.37
H -5.78 -3.41 -6.74  0.32
H -7.08 -2.26 -4.21  0.25
H -7.92 -2.64 -5.70  0.36
H -7.53 -0.26 -5.63  0.31
H -6.61 -0.97 -6.94  0.40
H -5.30 0.74 -5.79  0.39
H -4.53 -0.82 -5.68  0.32
H -4.33 0.33 -3.57  0.33
H -5.34 -1.08 -3.33  0.10
H -6.35 1.79 -3.64  0.32
H -6.21 0.87 -2.14  0.22
H -7.39 0.38 -3.36  0.31

The following is a quantum chemistry calculation of an isolated molecule of C6H10O in a non-equilibrium geometry, from the OMol25 dataset.

The value obtained for the relative energy (zero: lowest compared OMol25 entry of this formula, charge and spin) is 337.79 kJ/mol. Its SMILES is C[C@H]1C[C@@]2(O)C[C@@H]12. Its charge is 0. For the molar mass, the calculation gives 98.14 Da. As for the HOMO-LUMO gap: 0.3773 Ha. The HOMO energy comes out at -9.31 eV.

Last column: natural (NBO) charge in e.
Cartesian coordinates (Å):
C -0.55 0.98 1.69  -0.61
C 0.38 0.72 0.51  -0.20
C 0.99 -0.70 0.40  -0.46
C 0.35 -0.62 -1.22  0.20
O 1.11 -1.10 -2.31  -0.66
C -1.11 -0.56 -1.07  -0.46
C -0.24 0.68 -0.88  -0.25
H -0.01 0.89 2.64  0.21
H -1.38 0.26 1.71  0.20
H -0.98 1.99 1.64  0.21
H 1.19 1.46 0.52  0.21
H 0.53 -1.49 1.01  0.21
H 2.08 -0.71 0.54  0.22
H 1.28 -1.73 -1.37  0.52
H -1.63 -0.61 -2.03  0.23
H -1.66 -1.01 -0.24  0.21
H -0.35 1.54 -1.53  0.23

The following is a quantum chemistry calculation of an isolated molecule of C3H3OP in a non-equilibrium geometry, from the OMol25 dataset.

The value obtained for the relative energy (zero: lowest compared OMol25 entry of this formula, charge and spin) is 444.63 kJ/mol. Its SMILES is O=PC1=CC1. Its charge is 0. For the molar mass, the calculation gives 86.03 Da. As for the HOMO-LUMO gap (spin up / spin down): 0.3124 / 0.3123 Ha. The HOMO energy (spin up / spin down) comes out at -9.09 / -9.09 eV.

Last column: natural (NBO) charge in e.
Cartesian coordinates (Å):
O -3.11 -0.64 -0.79  -1.00
P -2.51 0.15 0.23  1.34
C -0.94 -0.50 0.50  -0.49
C 0.08 0.38 0.60  -0.05
C -0.11 -0.63 -0.69  -0.42
H 0.57 1.04 1.12  0.21
H -0.83 -0.34 -1.39  0.18
H 0.78 -1.01 -1.12  0.24